Entry 1:
{
  "formula": "C24H60BF4N3O6",
  "method": "ωB97M-V/def2-TZVPD",
  "symbols": ["O", "H", "F", "O", "H", "C", "H", "H", "C", "C", "C", "H", "C", "H", "C", "H", "H", "H", "H", "H", "N", "C", "H", "C", "H", "H", "H", "C", "N", "C", "O", "C", "O", "C", "H", "C", "H", "H", "H", "H", "H", "C", "B", "H", "O", "H", "H", "H", "H", "H", "H", "H", "H", "F", "H", "H", "H", "C", "C", "H", "H", "H", "H", "H", "C", "N", "C", "C", "F", "H", "H", "H", "H", "H", "C", "C", "H", "C", "H", "H", "H", "H", "H", "H", "H", "H", "C", "H", "O", "H", "H", "H", "H", "F", "C", "H", "H", "H"],
  "positions_angstrom": [[-0.69, 2.08, 2.66], [1.92, -1.36, -0.72], [0.12, 0.23, -1.67], [-2.18, 3.92, 0.45], [3.34, -1.53, 2.51], [0.43, 2.95, 2.78], [-0.74, 0.08, 4.74], [0.63, -1.57, 5.55], [4.67, 1.45, 1.58], [-4.25, 3.77, -0.67], [-1.78, -1.83, -5.84], [5.41, -2.17, 2.01], [4.17, 2.24, 0.29], [0.46, -3.56, -0.95], [2.06, -3.83, 1.45], [-2.27, -0.13, -4.97], [-5.43, 3.38, -0.72], [4.41, -3.59, -0.55], [-0.14, -3.14, 1.95], [2.26, -3.14, -1.37], [2.83, -2.69, 0.70], [-0.82, 4.60, -4.05], [-1.41, 3.97, -2.09], [-5.11, 0.23, 1.68], [7.37, -3.78, 1.44], [-2.15, -1.48, -6.98], [-2.79, -2.38, -5.42], [0.55, -3.05, -0.09], [-6.12, 0.65, 1.45], [-5.17, -1.00, -3.08], [-1.26, -1.90, 3.99], [-1.35, -0.72, -4.95], [-3.58, 0.70, -2.58], [2.77, -1.40, 1.52], [-3.87, 3.25, -1.37], [-3.47, 3.49, 0.60], [-1.87, 4.41, -4.53], [-0.11, -2.26, -0.13], [-0.04, -4.62, 0.91], [-1.70, 3.15, 0.50], [-3.30, 0.32, 2.65], [4.20, -2.90, 0.25], [-0.31, 0.97, -0.55], [-0.61, 0.07, -5.37], [-0.90, -1.29, -3.76], [-0.36, 5.70, -3.87], [-3.35, -1.35, -2.25], [-1.09, 2.77, -3.03], [7.21, -2.73, 0.34], [-2.10, -1.62, 4.23], [3.20, 1.97, 0.46], [1.67, -1.04, 1.81], [-0.32, 1.51, 2.01], [-1.61, 1.43, -0.86], [0.56, 3.09, 1.70], [0.17, 3.89, 3.19], [4.60, -2.06, -0.53], [-4.13, -0.57, -2.12], [1.91, -2.49, -0.46], [-2.82, 0.90, -1.93], [-4.03, 4.11, 1.33], [3.07, -0.56, 0.97], [2.28, -3.93, 2.41], [4.23, 3.44, 0.46], [-0.65, 3.70, -2.85], [5.03, 0.87, 2.53], [6.66, -3.62, 0.70], [0.62, -3.72, 1.16], [-0.45, 0.21, 0.61], [-0.92, -2.55, -6.09], [-4.09, 4.87, -0.91], [6.43, -4.51, 0.08], [2.52, -4.77, 0.93], [4.69, 2.10, -0.69], [1.56, 2.09, 3.46], [0.86, -1.41, 4.73], [-4.89, -0.77, -4.09], [5.29, -3.19, 1.36], [2.01, 1.28, 2.57], [1.49, -2.34, 4.25], [-5.79, -0.18, -2.86], [-3.62, 2.50, 1.03], [-0.19, -0.18, 3.18], [-3.13, -0.18, 1.01], [-0.08, 4.21, -4.99], [-5.49, -2.01, -2.96], [-3.68, -0.27, 1.95], [1.71, -0.64, 5.03], [0.67, 3.45, -2.57], [-4.37, -0.71, -1.13], [1.15, 1.71, 4.50], [4.80, -3.70, 2.18], [2.37, 2.73, 3.66], [0.50, 2.14, -0.31], [-0.43, -0.82, 4.07], [-0.99, -0.69, -3.08], [-3.57, -1.39, 2.25], [0.72, 2.72, -1.87]],
  "relative_energy_kj_mol": 325.4,
  "orbital_gap_ha": 0.30312,
  "charge": 0
}

---

Entry 2:
{
  "formula": "C6H8",
  "method": "ωB97M-V/def2-TZVPD",
  "symbols": ["H", "C", "C", "H", "H", "H", "C", "H", "C", "H", "C", "H", "H", "C"],
  "positions_angstrom": [[2.40, -1.94, 0.27], [1.77, -1.13, -1.61], [-0.39, 0.08, 0.27], [-2.89, 1.22, -0.37], [2.51, -1.69, -2.04], [1.35, -0.14, 1.52], [0.82, -0.28, 0.65], [-1.03, -0.34, -0.47], [-1.28, 0.97, 1.04], [1.20, -0.50, -2.40], [1.59, -1.25, -0.26], [-2.94, 2.37, 0.92], [-0.72, 1.15, 1.90], [-2.39, 1.48, 0.57]],
  "relative_energy_kj_mol": 114.2,
  "orbital_gap_ha": [0.15543, 0.27659],
  "charge": -1,
  "multiplicity": 2
}

---

Entry 3:
{
  "formula": "CH4NO",
  "method": "ωB97M-V/def2-TZVPD",
  "symbols": ["N", "H", "H", "O", "H", "C", "H"],
  "positions_angstrom": [[0.20, 0.02, 1.42], [-0.63, -0.44, -1.71], [1.03, -0.53, -0.85], [-0.54, -0.03, 0.41], [-0.38, 0.03, 2.35], [0.04, -0.14, -0.83], [0.28, 1.10, -0.80]],
  "relative_energy_kj_mol": 486.4,
  "orbital_gap_ha": [0.36664, 0.36668],
  "charge": 1
}